C51H37BrF4MnNO2P as an isolated structure, computed with ωB97M-V with the def2-TZVPD basis set.

```
98
Properties=species:S:1:pos:R:3:forces:R:3
Mn -0.331814 0.093394 0.052768 -0.1887 -0.0144 0.0794
O 0.266501 0.874428 1.573420 -0.0406 -0.0321 0.0258
C 1.602637 1.202419 1.884422 0.0568 0.0167 0.0187
C 2.476970 -0.023247 1.603415 0.0357 0.0038 0.0016
C 2.586433 -0.430650 0.161794 -0.0093 -0.0122 -0.0269
C 3.835874 -0.637958 -0.397472 -0.0039 0.0002 -0.0027
C 3.939156 -1.138602 -1.681811 0.0170 0.0045 0.0030
C 2.786363 -1.471657 -2.367582 -0.0153 0.0063 -0.0061
C 1.555497 -1.238381 -1.781918 0.0076 0.0003 0.0067
C 0.292908 -1.631244 -2.492899 -0.0197 -0.0063 0.0236
C -0.603549 -0.420255 -2.804877 -0.0144 -0.0222 -0.0482
O -1.101870 0.077514 -1.584029 0.1240 0.0710 -0.0160
C 0.263768 0.608366 -3.534434 -0.0061 -0.0205 -0.0169
C 0.674051 0.338024 -4.839298 -0.0024 -0.0043 0.0041
C 1.547017 1.189475 -5.494733 0.0065 0.0161 0.0115
C 2.024354 2.327059 -4.853308 -0.0022 -0.0114 -0.0217
C 1.611191 2.607410 -3.562077 -0.0162 0.0016 0.0225
C 0.730808 1.752160 -2.908021 0.0134 0.0190 0.0086
C -1.808331 -0.793998 -3.664272 -0.0032 -0.0037 0.0134
C -2.139262 -2.098930 -4.000962 0.0079 0.0111 -0.0093
C -3.257461 -2.362844 -4.787281 -0.0173 -0.0005 0.0023
C -4.055228 -1.323481 -5.234460 -0.0007 -0.0099 0.0109
C -3.737553 -0.015150 -4.886957 0.0070 0.0074 0.0048
C -2.622454 0.244829 -4.111014 -0.0329 0.0016 -0.0050
N 1.466693 -0.679052 -0.554133 0.0850 -0.0079 -0.0073
C 2.069674 2.404270 1.056296 -0.0226 -0.0073 -0.0120
C 1.150223 3.214101 0.401418 -0.0035 -0.0288 0.0055
C 1.568310 4.331715 -0.311266 -0.0098 -0.0035 -0.0107
C 2.914297 4.650151 -0.381458 0.0050 -0.0007 0.0037
C 3.840334 3.850299 0.276370 -0.0036 0.0046 -0.0013
C 3.419796 2.743116 0.994729 0.0023 -0.0089 0.0012
C 1.633549 1.582551 3.367192 -0.0315 0.0473 -0.0274
C 0.870097 2.680451 3.759777 0.0078 -0.0161 0.0115
C 0.834667 3.078858 5.083314 0.0075 0.0076 0.0038
C 1.567193 2.386826 6.041302 -0.0084 0.0037 0.0014
C 2.326642 1.295097 5.660489 0.0059 -0.0052 -0.0086
C 2.360003 0.894032 4.328217 -0.0016 -0.0181 0.0164
H 2.055475 -0.861669 2.167097 -0.0121 0.0036 -0.0141
H 3.487236 0.135441 1.974857 -0.0033 -0.0088 0.0019
H 4.717768 -0.411295 0.184119 0.0008 -0.0003 0.0020
H 4.910054 -1.290540 -2.134395 0.0018 -0.0010 -0.0009
H 2.826613 -1.901368 -3.357956 -0.0007 -0.0002 -0.0023
H -0.273911 -2.333158 -1.872204 -0.0002 0.0004 -0.0051
H 0.567774 -2.144654 -3.412981 0.0025 0.0052 -0.0006
H 0.292907 -0.539065 -5.351035 0.0031 0.0023 -0.0036
H 1.851761 0.970393 -6.509739 0.0005 -0.0006 -0.0027
H 2.706196 2.993619 -5.364398 0.0049 -0.0004 -0.0026
H 1.971211 3.491640 -3.052311 -0.0020 0.0022 0.0037
H 0.406648 1.996065 -1.904552 0.0021 0.0002 0.0023
H -1.528715 -2.931003 -3.673975 -0.0065 -0.0022 0.0035
H -3.494472 -3.384360 -5.055358 -0.0002 -0.0016 -0.0001
H -4.918109 -1.528286 -5.854549 -0.0025 0.0007 -0.0012
H -4.355834 0.803602 -5.231360 -0.0053 0.0001 -0.0026
H -2.367314 1.265804 -3.853088 0.0024 -0.0002 0.0040
H 0.092718 2.990354 0.480018 0.0079 0.0087 -0.0108
H 0.835262 4.956681 -0.806587 -0.0010 0.0005 -0.0003
H 3.242471 5.521025 -0.933403 0.0005 0.0018 -0.0024
H 4.893038 4.098142 0.239500 0.0020 -0.0009 0.0010
H 4.154915 2.155256 1.531721 0.0031 0.0025 0.0003
H 0.301430 3.226273 3.016811 -0.0031 -0.0012 0.0031
H 0.243044 3.939249 5.370059 0.0014 0.0003 0.0028
H 1.548201 2.703177 7.075738 -0.0007 -0.0021 0.0031
H 2.901477 0.749102 6.396896 0.0015 -0.0003 0.0030
H 2.962292 0.034274 4.065927 0.0001 0.0084 0.0085
F -3.837241 -3.768781 5.141423 -0.0089 -0.0099 0.0128
C -3.544946 -2.853183 4.237406 -0.0055 0.0230 -0.0113
C -4.338059 -1.728716 4.101548 0.0354 -0.0104 -0.0157
F -5.398403 -1.565114 4.873926 -0.0141 -0.0006 0.0110
C -4.012261 -0.781815 3.144516 -0.0178 -0.0007 0.0013
F -4.822762 0.267615 3.023501 -0.0022 0.0012 0.0166
C -2.899082 -0.904495 2.322938 0.0001 0.0072 -0.0195
P -2.571458 0.366865 1.054553 0.0372 -0.0420 -0.0238
C -2.619162 1.975959 1.867159 0.0303 0.0521 -0.0475
C -2.592039 3.088415 1.023641 -0.0247 -0.0013 0.0033
C -2.542450 4.364843 1.559232 -0.0112 -0.0044 -0.0040
C -2.520485 4.536846 2.937687 -0.0048 -0.0086 0.0013
C -2.530933 3.431804 3.775131 0.0168 0.0107 0.0012
C -2.564629 2.151518 3.243383 -0.0003 -0.0196 0.0092
C -3.999799 0.228828 -0.038933 0.0170 -0.0228 -0.0015
C -5.086297 1.095541 0.023191 -0.0201 0.0280 0.0002
C -6.172561 0.893339 -0.815773 0.0040 0.0093 0.0232
C -6.180921 -0.175662 -1.699419 0.0107 -0.0174 -0.0112
C -5.102226 -1.048712 -1.752859 -0.0157 -0.0009 -0.0043
C -4.008836 -0.842957 -0.931170 0.0124 0.0025 0.0062
C -2.138272 -2.067401 2.456963 0.0160 0.0094 -0.0237
Br -0.688050 -2.483460 1.311432 -0.0180 -0.0141 0.0533
C -2.449935 -3.024117 3.403366 0.0258 -0.0069 0.0022
F -1.723989 -4.128754 3.529359 -0.0025 0.0008 -0.0012
H -2.617239 2.957229 -0.053881 -0.0062 -0.0052 -0.0051
H -2.528334 5.224396 0.902390 0.0014 0.0025 -0.0032
H -2.492025 5.533887 3.356697 -0.0006 0.0028 0.0038
H -2.503073 3.561982 4.848590 0.0021 0.0008 0.0053
H -2.539780 1.299372 3.910106 0.0013 0.0014 -0.0031
H -5.093914 1.917034 0.727535 0.0132 0.0076 -0.0064
H -7.016778 1.568151 -0.770416 -0.0008 0.0029 0.0007
H -7.031167 -0.329297 -2.350936 -0.0026 -0.0026 -0.0006
H -5.101250 -1.875821 -2.448963 0.0024 -0.0108 -0.0154
H -3.155012 -1.507001 -0.996198 -0.0027 0.0102 -0.0046
```
Forces are in eV/Å.

Its expectation value of S² is 6.059. The value obtained for the HOMO energy (spin up / spin down) is -11.0677 / -11.0785 eV. The value obtained for the calculated total energy is -180590.9230 eV. The spin multiplicity is 5. The charge is +1. The maximum force comes out at 0.21 eV/A. As for the energy above the lowest of the compared OMol25 structures with the same formula, charge and spin: 0.0 kJ/mol.



C6H11ClF3GaLaO2 as an isolated structure in a non-equilibrium geometry, computed with ωB97M-V with the def2-TZVPD basis set.

```
25
Properties=species:S:1:pos:R:3:forces:R:3
Ga 0.025978 0.613117 0.903821 -1.3592 1.5526 0.9143
Cl 2.324274 -0.479343 0.959637 0.2078 -0.2000 1.4354
C 0.631288 2.265579 1.803056 0.1073 -0.2268 0.3470
H -0.186841 2.585150 2.476672 0.5904 0.0912 -0.2416
H 0.789094 3.009188 0.997614 -0.1070 -0.2805 0.4904
H 1.579159 2.080113 2.339589 -0.5189 0.3653 -0.0583
La 1.494806 -0.315363 -1.522906 0.1634 -0.0487 -1.3869
C 0.875832 -2.492599 -2.327255 -0.0528 -0.2920 -0.2017
C 2.766021 0.945984 -3.159230 0.0266 -0.0048 0.0056
C -0.587202 0.864153 -0.876969 0.1451 -0.2285 -0.9606
H 2.091072 1.772485 -3.412497 0.5626 0.0154 -0.2550
H 3.630688 1.180969 -2.520533 0.0366 0.2424 -0.6814
H 2.908443 0.169385 -3.921791 0.3251 0.5594 -0.1566
H -0.220970 -2.479174 -2.424730 0.3728 -0.5022 -0.1030
H 1.433712 -2.542461 -3.277937 -0.3599 -0.5420 0.2096
H 1.274800 -3.125454 -1.513982 -0.3244 -0.2133 -0.5785
H -0.561728 1.874006 -1.312221 -0.0203 -0.1218 0.4891
H -1.336336 0.243164 -1.383348 -0.0271 -0.0167 0.3720
F -4.334669 -0.799222 3.194159 1.0922 -0.8305 -0.0384
C -3.096432 -1.285052 2.933595 0.9198 0.5793 -0.7348
F -2.437774 -1.537068 4.106149 -1.0941 -0.0940 -0.8347
F -3.191349 -2.445848 2.215772 -0.3098 0.8575 1.0644
C -2.225442 -0.255358 2.105981 0.8558 1.1405 -0.7546
O -2.634199 0.842279 1.739106 -0.3638 -1.4410 0.9998
O -1.012224 -0.688628 1.878246 -0.8683 -0.3609 0.6583
```
Forces are in eV/Å.

The value obtained for the HOMO energy is -4.1239 eV. The value obtained for the calculated total energy is -84407.2461 eV. The charge is -1. The maximum force comes out at 2.26 eV/A.



A 2-piece molecular cluster, C4H11NOS overall in a non-equilibrium geometry, computed with ωB97M-V with the def2-TZVPD basis set.

```
18
Properties=species:S:1:pos:R:3:forces:R:3
C 1.503346 -1.139284 -0.316611 -1.0961 -0.4538 0.3995
C 2.891990 -1.635238 -0.594558 1.9356 1.1560 0.8520
O 3.877172 -1.340331 0.088765 -2.0347 -0.6807 -1.2051
H 1.394909 -1.155929 0.796073 -0.1695 0.1146 -0.8610
H 0.719314 -1.840619 -0.788759 1.1331 1.2828 0.6956
H 1.363713 -0.070216 -0.657738 0.2079 -1.2273 0.1679
H 3.025575 -2.234813 -1.504891 0.0689 -0.2318 -0.0632
N -0.704180 2.475505 -0.003707 0.4724 0.6173 0.8033
C -1.037132 1.265429 0.755591 0.6616 -0.8822 2.0265
C -1.745266 0.223784 -0.104286 -0.8679 0.1744 0.2244
S -2.229840 -1.356540 0.749158 0.4838 0.5675 0.1067
H -0.574287 3.275098 0.657911 -0.3787 -0.9814 -0.7354
H 0.229696 2.356205 -0.388843 -0.1810 0.0086 -0.2474
H -1.684984 1.531192 1.621421 0.2873 -0.0798 -0.6430
H -0.115056 0.782722 1.241627 -1.0823 0.5773 -0.6238
H -2.668975 0.666681 -0.465265 -0.0143 0.0704 -0.1512
H -1.120663 0.006949 -0.939774 0.4028 -0.3333 -0.7201
H -3.125334 -1.810595 -0.146113 0.1711 0.3015 -0.0259
```
Forces are in eV/Å.

The value obtained for the HOMO energy is -9.2934 eV. The value obtained for the calculated total energy is -18698.1741 eV. The maximum force comes out at 2.46 eV/A. As for the energy above the lowest of the compared OMol25 structures with the same formula, charge and spin: 168.3 kJ/mol.



C12H13BrCoO as an isolated structure in a non-equilibrium geometry, computed with ωB97M-V with the def2-TZVPD basis set.

```
28
Properties=species:S:1:pos:R:3:forces:R:3
C -0.385915 -1.528116 -2.030580 -0.1304 -0.3467 -0.2403
C -1.570436 -0.776472 -2.066320 0.6520 0.8283 -1.7040
C -1.228137 0.616750 -2.303848 1.0986 -1.0759 -1.9973
H -2.578065 -1.167630 -2.059664 0.0453 0.0161 0.1744
C 0.268563 0.701091 -2.116564 -0.4038 -1.3848 -3.4169
C 0.725552 -0.677492 -2.065035 -0.2894 1.3107 -0.6802
H 1.766146 -0.960338 -2.246127 -0.3708 -0.0143 0.6615
H -0.341374 -2.617483 -2.058590 -0.0084 0.3399 0.4688
H -1.869444 1.411219 -2.689904 0.0820 -0.2529 0.2856
H 0.893145 1.558307 -2.394933 -0.3564 -0.4090 0.1616
Co -0.777961 0.971093 -0.537337 0.9576 1.0298 4.5198
Br -2.512579 0.580577 0.840478 -1.9105 0.0161 1.1256
C 0.521722 -0.630555 2.364053 -0.1142 -0.8979 -0.8472
C 1.564601 -0.864229 1.413651 -0.7685 -0.7859 0.2715
C 1.254062 -2.064820 0.708216 -0.3477 0.1605 0.7711
H 2.429305 -0.235795 1.251714 0.1179 0.0357 -0.0114
C 0.002558 -2.555598 1.194291 0.5645 0.7348 0.3231
C -0.462001 -1.649820 2.193118 1.2229 -0.2457 -0.1141
H -1.408439 -1.709878 2.712118 -0.0023 0.0076 0.0099
H 0.475280 0.187328 3.065462 -0.1026 0.1661 0.0051
H 1.853548 -2.503100 -0.088845 -0.1757 0.1006 0.1273
H -0.523404 -3.442193 0.839993 0.0672 0.2263 -0.0050
C 0.377936 2.750815 1.446085 0.6218 1.7135 1.1551
C 0.060905 2.782215 0.000217 -1.1954 -3.8037 -0.9817
O 0.105925 3.608519 -0.883101 0.7818 2.2388 0.4744
H -0.475999 2.312481 1.989832 0.4447 -0.1000 -0.3711
H 0.546370 3.753342 1.874355 0.1705 0.3253 0.1648
H 1.288135 2.149783 1.647263 -0.6506 0.0667 -0.3306
```
Forces are in eV/Å.

Its expectation value of S² is 3.797. The value obtained for the HOMO energy (spin up / spin down) is 0.8754 / 0.4319 eV. The value obtained for the calculated total energy is -122367.8429 eV. The spin multiplicity is 4. The charge is -2. The maximum force comes out at 4.73 eV/A. As for the energy above the lowest of the compared OMol25 structures with the same formula, charge and spin: 76.4 kJ/mol.



> Look up the calculated total energy of the second one.

-84407.2461 eV



What did the fourth record say?
C12H13BrCoO as an isolated structure in a non-equilibrium geometry, computed with ωB97M-V with the def2-TZVPD basis set.

```
28
Properties=species:S:1:pos:R:3:forces:R:3
C -0.385915 -1.528116 -2.030580 -0.1304 -0.3467 -0.2403
C -1.570436 -0.776472 -2.066320 0.6520 0.8283 -1.7040
C -1.228137 0.616750 -2.303848 1.0986 -1.0759 -1.9973
H -2.578065 -1.167630 -2.059664 0.0453 0.0161 0.1744
C 0.268563 0.701091 -2.116564 -0.4038 -1.3848 -3.4169
C 0.725552 -0.677492 -2.065035 -0.2894 1.3107 -0.6802
H 1.766146 -0.960338 -2.246127 -0.3708 -0.0143 0.6615
H -0.341374 -2.617483 -2.058590 -0.0084 0.3399 0.4688
H -1.869444 1.411219 -2.689904 0.0820 -0.2529 0.2856
H 0.893145 1.558307 -2.394933 -0.3564 -0.4090 0.1616
Co -0.777961 0.971093 -0.537337 0.9576 1.0298 4.5198
Br -2.512579 0.580577 0.840478 -1.9105 0.0161 1.1256
C 0.521722 -0.630555 2.364053 -0.1142 -0.8979 -0.8472
C 1.564601 -0.864229 1.413651 -0.7685 -0.7859 0.2715
C 1.254062 -2.064820 0.708216 -0.3477 0.1605 0.7711
H 2.429305 -0.235795 1.251714 0.1179 0.0357 -0.0114
C 0.002558 -2.555598 1.194291 0.5645 0.7348 0.3231
C -0.462001 -1.649820 2.193118 1.2229 -0.2457 -0.1141
H -1.408439 -1.709878 2.712118 -0.0023 0.0076 0.0099
H 0.475280 0.187328 3.065462 -0.1026 0.1661 0.0051
H 1.853548 -2.503100 -0.088845 -0.1757 0.1006 0.1273
H -0.523404 -3.442193 0.839993 0.0672 0.2263 -0.0050
C 0.377936 2.750815 1.446085 0.6218 1.7135 1.1551
C 0.060905 2.782215 0.000217 -1.1954 -3.8037 -0.9817
O 0.105925 3.608519 -0.883101 0.7818 2.2388 0.4744
H -0.475999 2.312481 1.989832 0.4447 -0.1000 -0.3711
H 0.546370 3.753342 1.874355 0.1705 0.3253 0.1648
H 1.288135 2.149783 1.647263 -0.6506 0.0667 -0.3306
```
Forces are in eV/Å.

Its expectation value of S² is 3.797. The value obtained for the HOMO energy (spin up / spin down) is 0.8754 / 0.4319 eV. The value obtained for the calculated total energy is -122367.8429 eV. The spin multiplicity is 4. The charge is -2. The maximum force comes out at 4.73 eV/A. As for the energy above the lowest of the compared OMol25 structures with the same formula, charge and spin: 76.4 kJ/mol.



> The lowest maximum force belongs to which entry?

C51H37BrF4MnNO2P



> Among the records above, which one has the lowest calculated total energy?

C51H37BrF4MnNO2P